Version i
Computed, not measured: a cluster of 2 separate species, C3H9O in total, with wB97M-V/def2-TZVPD.

Last columns: bonded neighbours and bond lengths (Å).
Atoms and positions in Å:
1 C -0.3363 -0.1899 -0.4702  H3 1.089, C6 1.524, H8 1.091, C11 1.528
2 H 1.7251 2.9367 0.0838  O12 0.967
3 H 0.4688 0.4668 -0.7958  C1 1.089
4 H 1.1530 -1.6262 -0.0655  C11 1.081
5 H -0.4204 1.3116 1.0728  C6 1.088
6 C -0.6510 0.2555 0.9530  C1 1.524, H5 1.088, H7 1.100, H10 1.092
7 H -1.7179 0.1084 1.1753  C6 1.100
8 H -1.1758 0.0920 -1.1068  C1 1.091
9 H -0.4470 -2.4051 -0.2499  C11 1.088
10 H -0.0681 -0.2507 1.7252  C6 1.092
11 C 0.2114 -1.6112 -0.5953  C1 1.528, H4 1.081, H9 1.088, H13 1.094
12 O 0.7959 2.7319 -0.0874  H2 0.967
13 H 0.4622 -1.8196 -1.6392  C11 1.094

Properties
Gap between HOMO and LUMO ... 6.47 eV
Net charge ... -1

---

Version ii
Computed, not measured: a cluster of 2 separate species, C3H9O in total, with wB97M-V/def2-TZVPD.

Last columns: bonded neighbours and bond lengths (Å).
Atoms and positions in Å:
1 H -2.6218 -0.7493 2.4212  C11 1.092
2 C 1.2505 0.4529 -0.7863  H4 1.164, O7 1.325, H9 1.060, C12 1.553
3 H 1.6595 1.7335 -2.4855  C12 1.150
4 H 2.1845 -0.2369 -0.8700  C2 1.164
5 H -1.9323 -2.3095 2.1860  C11 1.094
6 H -0.9864 -0.8853 1.4791  C11 1.140
7 O 0.2242 -0.0247 -0.0980  C2 1.325
8 H -0.1072 1.6426 -1.8867  C12 1.138
9 H 1.6122 1.3051 -0.2696  C2 1.060
10 H 0.6089 0.3531 -2.9906  C12 1.089
11 C -1.6615 -1.2579 2.3181  H1 1.092, H5 1.094, H6 1.140, H13 1.052
12 C 0.8111 1.0283 -2.1602  C2 1.553, H3 1.150, H8 1.138, H10 1.089
13 H -1.0418 -1.0519 3.1424  C11 1.052

Properties
Gap between HOMO and LUMO ... 6.64 eV
Net charge ... -1

---

Going by the energies, version i is most stable and the next is 0.407 eV up.